Entry 1:
9
Properties=species:S:1:pos:R:3:forces:R:3:mulliken_spin:R:1 method="wB97M-V/def2-TZVPD" charge=-1 molar_mass_g_mol=200.77 homo_lumo_gap_ev="5.880 / 7.510" s_squared=3.75 e_tot_ha=-2408.12228 spin_multiplicity=4
Ni 0.2861 1.4827 1.2120 0.04 -0.90 -0.62 2.72
S 0.3796 0.0887 -1.2359 -0.23 0.34 0.34 0.03
O -0.6043 1.2991 -0.6308 0.12 -0.41 0.15 0.04
C 1.2084 -0.2962 0.3408 -0.35 0.24 -0.36 0.18
F 0.8680 -1.5918 0.7544 0.02 0.34 0.17 0.01
F 2.5863 -0.4222 0.1241 -0.27 0.22 0.17 0.00
O -1.7504 0.2617 1.3885 -0.17 0.68 -0.61 -0.02
C -2.3429 0.3871 0.3596 -0.11 -1.40 0.95 0.05
O -3.2544 0.1836 -0.3511 0.96 0.89 -0.19 0.00

Entry 2:
14
Properties=species:S:1:pos:R:3:forces:R:3:mulliken_spin:R:1 method="wB97M-V/def2-TZVPD" charge=+2 molar_mass_g_mol=404.71 homo_lumo_gap_ev="8.182 / 4.852" s_squared=20.44 e_tot_ha=-2492.99749 spin_multiplicity=9
O -3.8960 0.1221 1.2139 0.37 0.75 -0.77 0.28
C -3.3271 -0.1016 0.1800 -0.49 -0.91 1.21 0.25
O -3.0371 -1.0870 -0.5196 0.92 -0.43 -0.58 0.23
Gd -2.1343 2.0193 -0.2808 0.88 0.39 0.16 6.82
Mg -1.1254 -1.5981 -0.9464 -0.15 -0.09 0.41 0.00
N 0.0769 1.1330 -0.2201 -2.13 0.76 -1.97 0.22
S -0.3986 0.6129 -1.8791 0.08 0.49 0.88 0.14
S 0.8522 0.0550 0.6285 2.27 -2.05 4.05 0.03
O 0.3516 -1.3465 0.3800 -0.71 1.15 -0.59 0.00
O 0.9823 0.4483 2.0211 -0.83 -0.36 -2.49 0.01
C 2.6046 -0.0480 -0.0336 1.46 0.16 -0.13 0.01
F 2.6168 -0.6238 -1.2215 -0.43 -0.08 -0.16 0.00
F 3.0972 1.1725 -0.1276 -0.43 0.00 0.08 0.00
F 3.3370 -0.7581 0.8050 -0.83 0.22 -0.10 0.01

Entry 3:
6
Properties=species:S:1:pos:R:3:forces:R:3:mulliken_charge:R:1 method="wB97M-V/def2-TZVPD" charge=0 molar_mass_g_mol=207.92 homo_lumo_gap_ev="8.243 / 8.248" e_tot_ha=-673.35566
C -0.4569 0.5198 0.0744 7.04 -5.41 -0.03 0.45
C 0.9591 -0.4641 0.0186 -6.72 5.88 -0.01 -0.07
F -0.4059 1.8246 0.0504 -0.28 -0.47 -0.12 -0.16
F -1.6441 -0.0328 0.0053 0.26 0.61 -0.01 -0.17
F 0.8004 -1.7623 0.0644 -0.05 -0.32 0.09 -0.20
I 2.7996 0.4543 0.0562 -0.26 -0.29 0.08 0.15

Entry 4:
12
Properties=species:S:1:pos:R:3:forces:R:3:mulliken_charge:R:1 method="wB97M-V/def2-TZVPD" charge=-1 molar_mass_g_mol=246.25 homo_lumo_gap_ev=4.964 e_tot_ha=-2052.66614
N 1.6734 -1.1125 0.3317 -0.59 0.72 0.54 -0.35
S 0.8637 -2.2378 -0.7680 0.25 -0.05 0.29 -0.69
S 0.9550 0.0834 1.0000 -0.44 0.02 -1.83 0.30
C -0.6947 -0.5181 1.8326 0.95 -0.06 -0.74 0.59
F -1.7627 -0.5817 1.0302 -0.45 -0.15 -0.12 -0.18
F -0.5010 -1.7276 2.3572 -0.13 -0.17 0.27 -0.24
F -1.0013 0.3217 2.8284 -0.22 0.29 0.49 -0.25
O 1.2203 3.2492 -0.7392 -1.48 -1.25 0.45 -0.50
C 0.4466 2.4461 -1.1789 1.65 0.00 -1.35 0.86
O -0.0935 2.0889 -2.2078 -0.17 0.50 1.27 -0.66
O 0.0235 0.9710 -0.0570 0.86 0.19 0.83 -0.70
K -0.9385 -0.3323 -1.9898 -0.23 -0.05 -0.10 0.82

Entry 5:
7
Properties=species:S:1:pos:R:3:forces:R:3:mulliken_charge:R:1 method="wB97M-V/def2-TZVPD" charge=0 molar_mass_g_mol=111.02 homo_lumo_gap_ev=10.804 e_tot_ha=-505.58323
C 2.2216 0.0788 0.4288 -0.01 -0.02 0.20 0.15
C -2.0235 0.0015 0.0405 0.59 -0.42 -0.21 0.77
N -1.1540 0.7637 0.4690 -0.39 2.01 1.06 -0.29
O -0.9520 -0.6506 -0.2888 -0.23 -1.67 -0.90 -0.30
F 1.7923 0.5094 -0.7174 0.21 -0.08 -0.03 -0.06
F 3.3841 -0.4656 0.1824 -0.17 0.11 -0.17 -0.10
F -3.2684 -0.2371 -0.1144 0.00 0.08 0.04 -0.17

Entry 6:
7
Properties=species:S:1:pos:R:3:forces:R:3:mulliken_charge:R:1 method="wB97M-V/def2-TZVPD" charge=0 molar_mass_g_mol=111.02 homo_lumo_gap_ev=10.256 e_tot_ha=-505.57110
C 1.8484 -0.2228 -0.2659 1.74 -0.90 0.72 0.20
C -1.4890 0.4571 -0.3268 -0.95 0.98 2.46 0.73
N -0.8745 0.2849 -1.3533 0.52 -0.42 -2.73 -0.24
O -0.3026 0.2067 0.2140 -2.09 0.26 0.77 -0.29
F 2.2272 0.3898 0.8469 -0.27 -0.39 -0.69 -0.11
F 2.0583 -1.5195 0.0197 -0.41 1.19 -0.22 -0.12
F -2.6514 0.8575 0.1363 1.45 -0.71 -0.31 -0.16

Entry 7:
10
Properties=species:S:1:pos:R:3:forces:R:3:mulliken_charge:R:1 method="wB97M-V/def2-TZVPD" charge=0 molar_mass_g_mol=161.03 homo_lumo_gap_ev="9.724 / 6.982" e_tot_ha=-739.32040
C 0.5730 -1.4231 -0.0908 -0.51 -1.77 -0.21 0.32
C 0.3040 -0.0617 -0.2448 1.51 -0.10 0.21 0.35
N 0.6223 -2.5686 0.0311 0.22 0.37 -0.03 -0.34
N -1.0113 0.2165 -0.1281 -4.11 1.62 -0.51 0.33
N 1.4916 0.6418 -0.1894 0.98 -1.77 -0.38 0.20
F -2.5407 0.4205 1.3523 0.68 -0.30 -0.22 -0.30
F -1.7590 -0.6356 -0.9141 0.72 -0.50 0.62 -0.13
F -1.5012 1.4148 -0.5960 1.78 0.10 0.35 -0.13
F 1.5240 1.9447 -0.0912 -0.58 1.03 0.71 -0.11
F 2.2973 0.0507 0.8709 -0.69 1.32 -0.54 -0.20

Entry 8:
9
Properties=species:S:1:pos:R:3:forces:R:3:mulliken_charge:R:1 method="wB97M-V/def2-TZVPD" charge=0 molar_mass_g_mol=149.02 homo_lumo_gap_ev="9.943 / 9.944" e_tot_ha=-705.29596
C 1.0885 -1.7251 1.4070 0.93 1.11 -0.46 0.66
C -0.1054 1.3461 -0.3857 2.24 -0.04 1.12 0.22
N -1.1165 1.4857 -1.0534 -3.17 -0.07 -2.53 0.28
O 2.0461 -2.0676 1.9937 -0.95 0.39 0.74 -0.35
F 0.8136 -2.1512 0.2134 -0.73 -0.52 -0.77 -0.15
F 0.8686 0.5995 -0.7835 0.21 -0.55 -0.28 -0.13
F 0.2219 -0.7280 1.6588 0.74 -1.05 0.54 -0.16
F -2.0592 2.3382 -0.6840 -0.57 0.09 -0.09 -0.09
F -1.7577 0.9023 -2.3664 1.29 0.64 1.73 -0.28

Entry 9:
6
Properties=species:S:1:pos:R:3:forces:R:3:mulliken_charge:R:1 method="wB97M-V/def2-TZVPD" charge=0 molar_mass_g_mol=85.04 homo_lumo_gap_ev=9.090 e_tot_ha=-340.11360
C -0.1654 -0.9809 0.7727 -0.42 -2.31 0.54 0.27
C -0.6514 -0.1086 -0.1674 2.49 3.75 -1.66 0.55
N 0.2797 -1.8409 1.4076 -0.28 0.85 -0.24 -0.28
N -1.0690 1.0134 -0.6165 -2.18 0.59 2.75 -0.32
N 0.2098 0.7478 -1.0618 1.71 -3.92 -2.35 0.00
F 1.3962 1.1692 -0.3345 -1.32 1.04 0.97 -0.21

Entry 10:
17
Properties=species:S:1:pos:R:3:forces:R:3:mulliken_charge:R:1 method="wB97M-V/def2-TZVPD" charge=+3 molar_mass_g_mol=212.92 homo_lumo_gap_ev=2.326 e_tot_ha=-571.82214
In 5.4942 10.5949 -13.1284 0.22 -0.13 0.37 1.00
O 7.0857 14.8295 -15.0557 -0.35 -0.77 0.24 -0.45
H 7.6722 14.9659 -15.7998 0.76 0.09 -0.54 0.40
H 6.5509 15.6227 -15.0231 -0.35 0.78 0.26 0.39
O 1.9818 7.8332 -14.8002 0.68 0.61 -0.22 -0.45
H 1.1145 8.1335 -15.0718 -0.74 0.17 -0.22 0.39
H 1.8131 7.0384 -14.2943 -0.04 -0.83 0.45 0.39
C 2.9912 12.9240 -17.9749 -1.95 -2.95 2.95 -0.31
C 3.1484 11.4868 -18.5327 4.22 1.35 -0.42 -0.24
O 4.2868 10.7655 -18.0089 -2.81 1.53 0.54 -0.25
O 2.8935 12.8085 -16.5378 1.07 0.57 -2.92 -0.27
H 2.1229 13.3946 -18.4360 -0.52 0.40 0.20 0.42
H 3.7891 13.5900 -18.3034 1.35 0.33 -0.32 0.37
H 3.3179 11.5559 -19.6072 -0.68 -0.47 -0.41 0.43
H 2.2276 10.9820 -18.2405 -0.96 -0.46 0.06 0.35
H 4.3191 9.9626 -18.5342 0.71 -0.87 -0.68 0.42
H 2.4056 13.5778 -16.2349 -0.63 0.65 0.64 0.40

Entry 11:
17
Properties=species:S:1:pos:R:3:forces:R:3:mulliken_charge:R:1 method="wB97M-V/def2-TZVPD" charge=+3 molar_mass_g_mol=212.92 homo_lumo_gap_ev=5.610 e_tot_ha=-571.82691
In 1.7066 -0.3114 -0.1871 -2.74 -0.23 -0.30 1.92
O 1.7753 1.8855 -0.1502 4.95 -0.39 -0.24 -0.48
H 2.4355 2.5322 -0.3994 1.73 0.47 -0.27 0.37
H 1.1924 2.3552 0.4463 -0.21 -0.20 1.29 0.47
O 1.4194 -2.5498 -0.3855 3.27 0.21 -0.57 -0.55
H 0.7823 -2.9277 0.2207 0.11 -0.09 0.96 0.45
H 1.3614 -3.0986 -1.1676 0.82 -0.48 -1.27 0.43
C -1.0998 -0.3509 0.7346 -2.74 0.59 0.32 -0.70
C -1.4170 0.8521 -0.1692 0.04 -1.38 -0.43 -0.27
O -0.1122 1.4191 -0.3711 -3.67 -1.93 -0.22 -0.52
O -0.3109 -1.4474 0.1342 -1.59 4.63 1.58 -0.52
H -2.0395 -0.7745 1.0890 -0.03 -0.06 0.01 0.47
H -0.6528 0.0733 1.6337 0.80 -0.42 0.22 0.40
H -2.1116 1.5664 0.2729 0.12 -0.16 0.45 0.43
H -1.8073 0.5845 -1.1511 -0.15 -0.24 0.01 0.28
H -0.1791 2.3544 -0.5768 -0.34 0.22 -0.86 0.38
H -0.9425 -2.1623 0.0265 -0.37 -0.54 -0.67 0.42

Entry 12:
23
Properties=species:S:1:pos:R:3:forces:R:3:mulliken_spin:R:1 method="wB97M-V/def2-TZVPD" charge=0 molar_mass_g_mol=249.03 homo_lumo_gap_ev="6.107 / 6.055" s_squared=8.75 e_tot_ha=-1985.64654 spin_multiplicity=6
Mn 0.0741 -0.5763 0.2209 -0.01 3.21 -1.95 4.80
O -2.6506 1.2104 -2.4039 -3.92 -0.68 -1.10 0.00
C -1.4068 1.2714 -2.1131 3.56 2.97 1.16 0.01
O -0.8757 0.3449 -1.5384 1.72 -5.08 2.28 0.02
O -0.8480 2.3495 -2.3140 0.42 1.12 -1.16 0.01
H -2.6293 2.1177 -2.7171 -1.43 0.88 -0.69 0.00
O 2.5607 2.5662 1.3020 1.24 -0.87 1.01 0.00
C 1.3053 2.3041 0.9825 -2.99 3.95 -3.58 0.00
O 0.8329 1.1760 1.1048 0.03 -6.43 2.36 0.03
O 0.6175 3.1191 0.4162 0.14 2.69 0.05 0.01
H 2.7413 1.6662 1.5831 1.44 -0.19 0.53 0.00
O 0.7179 -1.5676 1.9545 0.30 -0.81 0.69 0.03
H 1.3843 -1.2739 2.5756 0.30 0.59 0.11 0.00
H 0.5908 -2.4940 2.1591 -0.22 -0.34 0.09 0.00
O 1.6884 -0.7257 -1.0252 1.26 -0.75 -0.34 0.03
H 1.8730 -0.1975 -1.8018 -0.42 0.68 -0.29 0.00
H 2.1665 -1.5420 -1.1710 0.24 -0.24 -0.04 0.00
O -1.7257 -0.5079 1.0765 -1.52 -0.22 1.33 0.03
H -1.5962 -0.1692 1.9623 0.07 0.35 0.46 0.00
H -2.6710 -0.4553 0.9353 -0.25 0.20 -0.57 0.01
O -0.6219 -2.5022 -0.4789 0.33 -0.76 -0.08 0.02
H -1.4919 -2.9012 -0.4909 -0.47 0.15 -0.13 0.00
H -0.0357 -3.2126 -0.2183 0.18 -0.41 -0.13 0.00

Entry 13:
14
Properties=species:S:1:pos:R:3:forces:R:3:mulliken_charge:R:1 method="wB97M-V/def2-TZVPD" charge=0 molar_mass_g_mol=62.12 homo_lumo_gap_ev=10.501 e_tot_ha=-191.69554
N 1.8718 -1.2517 -1.4389 -0.10 -0.14 0.70 -0.66
H 1.1542 -1.5343 -0.7686 0.02 -0.06 -0.33 0.20
H 2.4242 -0.6238 -0.8581 0.15 0.07 -0.26 0.24
H 2.4434 -2.0838 -1.5671 0.00 0.12 -0.09 0.23
C -1.0980 1.4402 -0.1945 0.27 -0.89 -0.21 -1.05
C -0.9537 0.0167 0.3187 -0.11 -0.07 0.45 -0.20
N 0.0778 -0.0460 1.3499 0.30 0.14 0.28 -0.56
H -0.1936 1.6792 -0.7510 -0.05 0.34 -0.01 0.26
H -1.2135 2.1087 0.6532 -0.15 0.29 -0.06 0.31
H -1.9622 1.4704 -0.8570 0.03 0.35 0.02 0.32
H -0.6246 -0.6456 -0.4754 -0.27 -0.03 -0.31 0.20
H -1.9258 -0.3375 0.6822 -0.03 -0.04 -0.04 0.30
H 0.0344 -0.9008 1.8894 -0.03 -0.09 -0.10 0.20
H -0.0345 0.7082 2.0171 -0.02 0.03 -0.03 0.21

Entry 14:
15
Properties=species:S:1:pos:R:3:forces:R:3:mulliken_charge:R:1 method="wB97M-V/def2-TZVPD" charge=0 molar_mass_g_mol=78.12 homo_lumo_gap_ev=9.774 e_tot_ha=-266.91657
C -0.1663 -0.7327 1.3159 -0.30 -0.37 -0.58 -0.85
N -0.5304 -0.5196 -0.1007 0.09 -0.12 0.31 -0.48
C 0.5856 -0.5586 -1.0203 0.98 0.08 0.13 -0.37
N 1.0318 -1.9382 -1.2893 -0.51 0.06 0.47 -0.61
H 0.0079 0.2145 1.8234 0.11 -0.02 0.25 0.31
H 0.7161 -1.3620 1.4057 0.16 0.07 -0.09 0.33
H -0.9809 -1.2864 1.7776 -0.04 0.18 0.34 0.30
H -0.9361 0.3968 -0.1424 -0.34 0.26 -0.31 0.25
H 0.3129 -0.0353 -1.9360 -0.11 -0.09 -0.06 0.33
H 1.4663 -0.0342 -0.6084 -0.19 0.07 -0.03 0.28
H 0.7915 -2.2113 -2.2223 0.00 0.06 -0.66 0.25
H 0.4123 -2.5237 -0.7386 0.16 -0.18 0.21 0.26
H -1.0500 2.8165 0.8812 0.12 0.23 -0.03 0.31
H -1.1489 4.2223 0.2953 0.00 0.02 -0.01 0.32
O -0.5118 3.5518 0.5590 -0.14 -0.26 0.05 -0.63

Entry 15:
15
Properties=species:S:1:pos:R:3:forces:R:3:mulliken_charge:R:1 method="wB97M-V/def2-TZVPD" charge=0 molar_mass_g_mol=78.11 homo_lumo_gap_ev=9.429 e_tot_ha=-266.88583
C 1.5138 2.2451 -2.0330 2.42 0.39 -1.90 -0.61
O 0.6136 1.8663 -1.0597 -0.35 -0.35 0.53 -0.46
H 2.2309 1.4572 -2.3480 -0.91 -0.48 0.72 0.22
H 2.2846 2.9966 -1.7608 -0.86 0.27 0.39 0.27
H 1.1107 2.5321 -3.0184 -0.50 0.22 0.49 0.28
H 0.0475 2.6038 -0.8053 0.21 -0.05 -0.20 0.29
N -0.3816 -1.7071 -0.0914 -1.55 -2.13 -0.22 -0.51
C -1.3114 -1.4543 1.0063 0.17 -0.08 1.96 -0.31
N -0.6946 -1.2303 2.3849 -1.46 -0.46 -1.60 -0.58
H 0.5807 -1.4054 -0.1925 -0.48 0.57 0.90 0.20
H -0.4216 -2.7173 -0.1855 0.56 0.20 -0.52 0.23
H -2.1875 -2.2106 1.1157 2.13 0.38 -0.61 0.23
H -1.9022 -0.5906 0.8165 -0.14 1.21 -0.20 0.28
H -0.5742 -0.2358 2.4710 0.63 0.04 0.27 0.24
H 0.1590 -1.7598 2.4846 0.13 0.27 0.00 0.22

Entry 16:
15
Properties=species:S:1:pos:R:3:forces:R:3:mulliken_charge:R:1 method="wB97M-V/def2-TZVPD" charge=0 molar_mass_g_mol=78.11 homo_lumo_gap_ev=10.390 e_tot_ha=-266.91033
C 1.0209 0.8254 3.0643 -0.08 -0.66 0.48 -0.48
O 2.1599 1.4589 3.6250 -0.24 0.49 0.19 -0.50
H 1.3978 0.0828 2.3626 -0.54 -0.18 -0.26 0.22
H 0.3947 0.3550 3.8358 0.30 -0.22 -0.06 0.25
H 0.3220 1.5104 2.5920 0.54 0.45 -0.27 0.22
H 2.5296 0.8546 4.2760 0.01 0.11 -0.08 0.30
N -1.9810 -1.5470 -1.8508 1.00 0.12 0.40 -0.58
C -0.7162 -0.8448 -1.9730 0.00 -1.12 0.35 -0.30
N -0.6283 0.1172 -3.0535 0.37 1.03 0.33 -0.65
H -2.7234 -0.8979 -1.7116 -0.63 0.47 -0.06 0.24
H -2.1278 -2.0466 -2.6955 -0.51 -0.53 -0.71 0.20
H -0.5219 -0.3953 -0.9995 0.04 0.53 -0.22 0.31
H 0.0432 -1.6207 -2.0724 0.16 -0.23 0.00 0.31
H -0.4849 -0.2917 -3.9683 -0.10 -0.34 0.11 0.23
H 0.2037 0.6818 -2.8774 -0.31 0.08 -0.20 0.24

Entry 17:
15
Properties=species:S:1:pos:R:3:forces:R:3:mulliken_charge:R:1 method="wB97M-V/def2-TZVPD" charge=0 molar_mass_g_mol=78.12 homo_lumo_gap_ev=4.151 e_tot_ha=-266.60441
C -1.3310 0.7096 -0.1197 1.27 -1.26 -4.41 -0.65
C -0.2955 0.0343 -1.0201 1.44 2.52 3.98 -0.28
N 1.0314 0.5050 -0.3403 -3.61 -0.37 0.13 -0.60
N -0.4395 0.1236 2.2620 -0.25 -0.35 -0.88 -0.63
H -2.3145 0.3286 -0.2173 -1.01 -0.34 0.41 0.39
H -1.2135 1.7521 -0.0325 0.13 1.11 0.30 0.39
H -0.1301 0.3139 -2.0686 -0.59 0.13 -0.06 0.40
H -0.3080 -1.0726 -1.0074 -0.01 -0.06 -0.27 0.28
H 0.8336 0.3483 0.6517 0.36 0.54 -0.24 0.33
H 1.5874 -0.2668 -0.6785 2.02 -0.94 -1.43 0.36
H -1.0230 0.3813 1.0437 1.36 -0.90 3.78 0.26
H -0.8673 0.3335 3.1447 -1.15 0.64 -0.37 0.13
H 2.3304 -1.9027 -2.2171 0.63 -0.17 -0.12 0.21
H 0.4741 -0.2613 2.4511 0.17 -0.11 -1.04 0.13
O 1.6655 -1.3269 -1.8517 -0.77 -0.41 0.23 -0.75